# 1
Below is a molecular structure, C9H13NO2Sr in a non-equilibrium geometry, with properties calculated with wB97M-V/def2-TZVPD.

## Properties
Frontier orbital gap in eV: 3.52
Total charge: -2
Energy relative to the best compared isomer or geometry (same formula, charge and spin) in kJ/mol: 91.6
HOMO level in eV: 1.662

Each line ends with the natural charge from an NBO analysis.
Geometry (Å):
1 C 2.2027 0.2911 0.0445  -0.332
2 C 2.0205 -0.3693 -1.2112  -0.389
3 C 1.7949 -1.7556 -0.9460  -0.435
4 C 1.8470 -1.9486 0.4702  -0.398
5 C 2.1011 -0.6853 1.0811  -0.388
6 Sr -0.7565 -0.1016 -0.0442  1.716
7 N 0.0056 1.8136 0.9415  -1.220
8 C -0.9426 2.2049 -0.3178  -0.386
9 C -0.4655 1.8156 -1.6358  -1.059
10 H 1.6693 -2.5327 -1.6973  0.174
11 H 2.0679 0.1067 -2.1886  0.198
12 H 1.7612 -2.9014 0.9902  0.178
13 H 2.2276 -0.4931 2.1455  0.186
14 H 2.4101 1.3492 0.1770  0.219
15 H 0.4981 2.2174 -1.9424  0.170
16 H -2.0062 1.9079 -0.1432  0.121
17 H -0.1524 2.5345 1.6522  0.302
18 H -1.2374 1.7724 -2.4062  0.151
19 H -0.9638 3.3185 -0.3349  0.157
20 C -4.1203 -2.2761 1.9070  -0.717
21 C -2.9957 -1.4911 1.2881  0.743
22 O -3.2223 -0.7814 0.2401  -0.823
23 O -1.8424 -1.5761 1.8414  -0.784
24 H -5.0647 -2.0632 1.4083  0.199
25 H -4.1982 -2.0338 2.9702  0.209
26 H -3.9048 -3.3469 1.8340  0.209

Cartesian forces (eV/Å) of the 2 atoms listed first:
C 0.676 -1.084 -0.498
C 0.387 -0.205 1.030

=====

# 2
Below is C9H13NOS in the gas phase in a non-equilibrium geometry, with properties calculated with wB97M-V/def2-TZVPD.

## Properties
Frontier orbital gap in eV: 9.28
SMILES: C[C@@H](N)CSc1ccc(O)cc1
Energy relative to the best compared isomer or geometry (same formula, charge and spin) in kJ/mol: 0.0
HOMO level in eV: -8.399

Each line ends with the natural charge from an NBO analysis.
Geometry (Å):
1 C 3.6840 -0.6453 0.7293  -0.623
2 C 2.4773 -0.2695 -0.2146  -0.054
3 N 1.4688 -1.3196 -0.5072  -0.846
4 C 1.7353 0.9714 0.2889  -0.512
5 S 0.5916 1.7990 -0.8948  0.222
6 C -0.9372 0.9571 -0.6424  -0.224
7 C -1.7795 1.5623 0.3223  -0.181
8 C -2.9961 1.0595 0.6542  -0.296
9 C -3.3678 -0.1563 0.0215  0.313
10 O -4.5834 -0.8052 0.2713  -0.675
11 C -2.5794 -0.7826 -0.9106  -0.282
12 C -1.3667 -0.2039 -1.2447  -0.157
13 H 4.1866 -1.5365 0.3334  0.211
14 H 4.3813 0.1839 0.6829  0.208
15 H 3.3793 -0.8050 1.7411  0.202
16 H 2.9320 -0.0123 -1.1448  0.187
17 H 1.1274 -1.7716 0.3296  0.355
18 H 1.8586 -2.0586 -1.1102  0.361
19 H 2.4510 1.7412 0.4431  0.216
20 H 1.2650 0.7517 1.2467  0.210
21 H -1.4216 2.4597 0.7327  0.217
22 H -3.6189 1.5381 1.3836  0.214
23 H -5.1152 -0.2337 0.8109  0.473
24 H -3.0081 -1.6759 -1.4163  0.232
25 H -0.7644 -0.7477 -1.9062  0.230

Cartesian forces (eV/Å) of the 2 atoms listed first:
C -0.874 0.152 -1.561
C -0.464 -0.678 0.764

=====

# 3
Below is C9H13O2P in the gas phase in a non-equilibrium geometry, with properties calculated with wB97M-V/def2-TZVPD.

## Properties
Frontier orbital gap (spin up / spin down) in eV: 6.83 / 6.41
HOMO level (spin up / spin down) in eV: -5.946 / -8.704
2S+1: 3

Each line ends with the natural charge from an NBO analysis.
Geometry (Å):
1 C 0.8977 -2.9026 1.8434  -0.133
2 C 0.0216 -1.9135 1.5993  -0.067
3 C 0.2343 -0.7323 0.8044  -0.595
4 C -0.5830 2.0328 -2.0534  -0.261
5 C -0.1398 1.3978 -0.9550  0.008
6 C 0.3645 -3.9257 2.7982  -0.098
7 C -1.2590 -2.3035 2.4264  -0.097
8 C -1.9347 1.6742 -2.7073  -0.638
9 C 2.1024 2.3794 -1.1729  -0.279
10 O -0.9365 -3.5664 3.0200  -0.527
11 O 1.1185 1.5472 -0.4028  -0.546
12 P -1.0059 0.0795 0.0100  0.575
13 H 1.7933 -3.1946 1.3939  0.204
14 H 1.3824 -0.4831 0.7643  0.244
15 H 0.0719 2.7046 -2.5559  0.202
16 H 0.4215 -4.8869 2.3048  0.178
17 H 1.0257 -4.0782 3.6913  0.178
18 H -1.3507 -1.6011 3.2326  0.195
19 H -2.1379 -2.5344 1.7405  0.208
20 H -1.9305 1.0850 -3.6325  0.217
21 H -2.5130 1.0259 -2.0274  0.226
22 H -2.3747 2.6107 -2.9323  0.213
23 H 2.7615 2.4244 -0.3218  0.207
24 H 1.7597 3.4309 -1.3229  0.189
25 H 2.5082 1.8461 -2.0138  0.195

Cartesian forces (eV/Å) of the 2 atoms listed first:
C 0.367 -1.653 1.444
C -1.657 2.249 -0.725

=====

# 4
Below is a gas-phase ion, C9H13O3P (charge -2) in a non-equilibrium geometry, with properties calculated with wB97M-V/def2-TZVPD.

## Properties
Frontier orbital gap (spin up / spin down) in eV: 4.96 / 4.97
Total charge: -2
Energy relative to the best compared isomer or geometry (same formula, charge and spin) in kJ/mol: 216.7
HOMO level (spin up / spin down) in eV: 0.271 / 0.235

Each line ends with the natural charge from an NBO analysis.
Geometry (Å):
1 C 0.0875 1.7595 -0.8871  -0.172
2 C 1.4580 1.3606 -0.6484  -0.521
3 C -1.0496 1.1972 -0.4614  -0.241
4 C 1.9061 0.1848 -0.2413  -0.104
5 C -0.4023 -1.1707 -0.0812  -0.132
6 C -1.1884 -0.0083 0.4388  -0.179
7 C -0.5802 -1.6428 -1.4844  -0.673
8 C -0.6758 0.3668 1.8387  -0.594
9 C -2.7016 -0.3580 0.5509  -0.596
10 O 3.8191 0.4452 1.5113  -1.220
11 O 3.9155 -1.7172 0.1309  -1.234
12 O 4.3266 0.5444 -1.0051  -1.207
13 P 3.7001 -0.2285 0.1524  2.329
14 H -0.0163 2.6624 -1.4934  0.173
15 H 2.1921 2.1319 -0.8827  0.228
16 H -1.9879 1.6671 -0.7559  0.168
17 H -0.1034 -1.9131 0.6433  0.185
18 H 0.3042 -2.1942 -1.8033  0.230
19 H -0.7112 -0.7994 -2.1618  0.209
20 H -1.4539 -2.3156 -1.6225  0.157
21 H -1.1844 1.2578 2.2174  0.179
22 H 0.3913 0.5624 1.7745  0.265
23 H -0.8337 -0.4510 2.5428  0.182
24 H -3.2754 0.4835 0.9501  0.184
25 H -2.8397 -1.2161 1.2094  0.192
26 H -3.0966 -0.6086 -0.4318  0.192

Cartesian forces (eV/Å) of the 2 atoms listed first:
C -0.336 0.149 -0.056
C -0.344 0.193 -0.272

=====

# 5
Below is C9H13P in the gas phase in a non-equilibrium geometry, with properties calculated with wB97M-V/def2-TZVPD.

## Properties
Frontier orbital gap (spin up / spin down) in eV: 7.74 / 6.83
Energy relative to the best compared isomer or geometry (same formula, charge and spin) in kJ/mol: 368.8
HOMO level (spin up / spin down) in eV: -7.907 / -7.766

Each line ends with the natural charge from an NBO analysis.
Geometry (Å):
1 C 0.9471 2.4552 -0.5598  -0.202
2 C -0.2325 2.2413 0.1238  -0.287
3 C 1.4722 1.1362 -0.8164  -0.197
4 C -0.4510 0.8328 0.3404  0.102
5 C 0.7336 0.1640 -0.3357  -0.103
6 C -2.6198 0.3696 0.5996  -0.371
7 C -1.3258 0.4017 1.3962  -0.530
8 C 2.5941 -1.4552 0.2011  -0.580
9 C 1.1866 -1.2271 -0.4193  -0.424
10 P -2.8234 -0.5529 -0.9471  0.334
11 H 1.3420 3.3662 -0.8317  0.211
12 H -0.9284 3.0182 0.4454  0.209
13 H 2.3891 0.8900 -1.2639  0.200
14 H -3.0702 1.4661 0.5283  0.209
15 H -1.1903 -0.5421 2.0506  0.233
16 H -1.3403 1.3424 1.9979  0.234
17 H 2.6137 -1.4563 1.2673  0.199
18 H 3.3563 -0.8436 -0.2330  0.197
19 H 2.8732 -2.4198 -0.0413  0.195
20 H 0.5222 -1.9191 0.2492  0.202
21 H 1.4604 -1.7499 -1.3625  0.228
22 H -3.9719 -1.0943 -0.4284  -0.025
23 H -2.1638 -1.7000 -0.7293  -0.037

Cartesian forces (eV/Å) of the 2 atoms listed first:
C -2.453 -2.133 1.159
C 0.227 1.031 -0.625

=====

# 6
Below is a gas-phase ion, C9H13S (charge +1) in a non-equilibrium geometry, with properties calculated with wB97M-V/def2-TZVPD.

## Properties
Frontier orbital gap in eV: 7.86
Total charge: +1
Energy relative to the best compared isomer or geometry (same formula, charge and spin) in kJ/mol: 181.2
HOMO level in eV: -12.041

Each line ends with the natural charge from an NBO analysis.
Geometry (Å):
1 C -1.3725 -0.2311 1.6306  -0.757
2 S -0.0215 0.9019 1.1658  0.818
3 C 1.3405 -0.2278 1.6615  -0.745
4 H -2.2579 0.4002 1.8073  0.267
5 H -1.5833 -1.0332 0.9021  0.258
6 H -1.0455 -0.6848 2.5684  0.256
7 H 2.2241 0.4006 1.8498  0.264
8 H 0.9977 -0.6810 2.5912  0.255
9 H 1.5605 -1.0292 0.9364  0.256
10 C 0.0196 0.8963 -0.6889  -0.347
11 C 1.2068 1.7627 -0.9770  -0.248
12 C 1.2588 2.9774 -1.5674  -0.098
13 C 0.2610 3.7951 -2.1510  -0.212
14 C -1.0668 3.5549 -2.2221  -0.189
15 C -1.7678 2.4135 -1.7238  -0.155
16 C -1.3467 1.2938 -1.1044  -0.230
17 H 0.2239 -0.1433 -0.9196  0.238
18 H 2.1429 1.3679 -0.5576  0.219
19 H 2.2563 3.4216 -1.6163  0.225
20 H 0.6272 4.7300 -2.6049  0.236
21 H -1.6984 4.3077 -2.7331  0.237
22 H -2.8510 2.4846 -1.8833  0.235
23 H -2.1131 0.5839 -0.7863  0.219

Cartesian forces (eV/Å) of the 2 atoms listed first:
C -0.497 0.319 0.004
S 0.107 -1.467 1.039

=====

# 7
Below is 2 unconnected molecules or ions with the total composition C9H14 in a non-equilibrium geometry, with properties calculated with wB97M-V/def2-TZVPD.

## Properties
Frontier orbital gap (spin up / spin down) in eV: 2.57 / 8.46
Total charge: -1
Energy relative to the best compared isomer or geometry (same formula, charge and spin) in kJ/mol: 56.4
HOMO level (spin up / spin down) in eV: 1.258 / -4.789
2S+1: 2

Each line ends with the natural charge from an NBO analysis.
Geometry (Å):
1 C -1.1942 1.5185 -0.2484  -0.770
2 C 2.1458 1.9072 1.4307  -0.270
3 C 2.9927 1.0375 0.7104  -0.321
4 C 0.8417 2.0803 1.0363  -0.258
5 C 0.2813 1.3645 -0.0480  -0.144
6 C 2.4778 0.4866 -0.4375  -0.245
7 C 1.1821 0.7369 -0.9133  -0.426
8 H 2.5653 2.4949 2.2430  0.183
9 H 3.9434 0.7198 1.1176  0.186
10 H 0.3158 2.8962 1.5274  0.177
11 H 3.1642 -0.1100 -1.0361  0.185
12 H -1.5802 1.0744 -1.1683  0.197
13 H -1.4924 2.5651 -0.1022  0.186
14 H 0.7838 0.1251 -1.7127  0.192
15 H -1.6583 0.9057 0.5289  0.207
16 C -1.5326 -2.5634 0.2832  -0.632
17 C -2.1912 -2.4643 -1.0974  -0.652
18 H -2.0066 -1.9025 1.0205  0.197
19 H -1.5207 -3.5458 0.7516  0.187
20 H -0.5083 -2.1798 0.3077  0.215
21 H -3.2690 -2.5992 -1.0035  0.194
22 H -1.6284 -3.1160 -1.7550  0.201
23 H -2.1118 -1.4316 -1.4348  0.211

Cartesian forces (eV/Å) of the 2 atoms listed first:
C 0.074 -0.889 0.329
C 0.569 0.214 -0.246

=====

# 8
Below is 2 unconnected molecules or ions with the total composition C9H14 in a non-equilibrium geometry, with properties calculated with wB97M-V/def2-TZVPD.

## Properties
Frontier orbital gap in eV: 9.95
SMILES: Cc1ccccc1.CC
Energy relative to the best compared isomer or geometry (same formula, charge and spin) in kJ/mol: 122.2
HOMO level in eV: -8.951

Each line ends with the natural charge from an NBO analysis.
Geometry (Å):
1 C 1.4888 -1.8786 1.2082  -0.624
2 C 1.4067 -0.5011 0.5363  0.004
3 C 1.8656 0.6831 1.2592  -0.214
4 C 1.5784 1.9710 0.8477  -0.223
5 C 0.8177 2.1830 -0.3057  -0.227
6 C 0.6358 1.0681 -1.1585  -0.198
7 C 0.8168 -0.2850 -0.6708  -0.234
8 H 1.6127 -1.7227 2.1954  0.209
9 H 2.2393 -2.5532 0.7788  0.220
10 H 0.5027 -2.2837 1.0836  0.216
11 H 2.4248 0.4278 2.2175  0.209
12 H 1.9694 2.8082 1.4879  0.220
13 H 0.4897 3.1915 -0.5817  0.220
14 H 0.0893 1.0728 -2.1102  0.210
15 H 0.3637 -1.0641 -1.2846  0.212
16 C -3.9924 -1.2787 -1.2874  -0.619
17 C -2.8124 -0.8760 -0.2862  -0.624
18 H -4.9063 -0.6442 -1.3403  0.207
19 H -3.5857 -1.2435 -2.2584  0.203
20 H -4.4014 -2.3021 -0.9884  0.204
21 H -2.5001 -1.7303 0.3302  0.207
22 H -1.9138 -0.3926 -0.7988  0.212
23 H -3.2143 -0.0794 0.4117  0.208

Cartesian forces (eV/Å) of the 2 atoms listed first:
C -0.465 0.812 -3.665
C 0.996 1.184 1.619

=====

# 9
Below is C9H14 in the gas phase in a non-equilibrium geometry, with properties calculated with wB97M-V/def2-TZVPD.

## Properties
Frontier orbital gap in eV: 9.47
SMILES: C#C/C(C)=C(\C)C(C)C
Energy relative to the best compared isomer or geometry (same formula, charge and spin) in kJ/mol: 215.2
HOMO level in eV: -8.443

Each line ends with the natural charge from an NBO analysis.
Geometry (Å):
1 C 1.5778 -1.4053 -3.1076  -0.299
2 C 0.9998 -1.1221 -2.0942  0.083
3 C 0.3280 -0.8420 -0.8584  -0.165
4 C -0.0870 -2.0591 -0.0728  -0.629
5 C 0.1437 0.4380 -0.4441  0.098
6 C 0.6211 1.6367 -1.2488  -0.647
7 C -0.5385 0.8769 0.8595  -0.259
8 C -1.8595 0.1823 1.2053  -0.602
9 C 0.4361 0.8223 2.0393  -0.595
10 H 2.1001 -1.6725 -3.9966  0.234
11 H 0.4445 -2.9538 -0.4182  0.227
12 H 0.1487 -1.9597 0.9892  0.215
13 H -1.1574 -2.2497 -0.1993  0.222
14 H -0.2386 2.2344 -1.5719  0.217
15 H 1.2671 2.2698 -0.6305  0.214
16 H 1.1930 1.3811 -2.1437  0.230
17 H -0.8106 1.9347 0.7298  0.205
18 H -2.5003 0.0792 0.3235  0.214
19 H -1.7123 -0.8063 1.6487  0.204
20 H -2.4094 0.7746 1.9461  0.210
21 H 0.0400 1.3913 2.8874  0.209
22 H 0.6051 -0.2036 2.3809  0.202
23 H 1.4086 1.2528 1.7765  0.211

Cartesian forces (eV/Å) of the 2 atoms listed first:
C 0.089 -0.113 -0.152
C -0.011 0.136 0.023

=====

# 10
Below is 2 unconnected molecules or ions with the total composition C9H14 in a non-equilibrium geometry, with properties calculated with wB97M-V/def2-TZVPD.

## Properties
Frontier orbital gap in eV: 10.09
SMILES: Cc1ccccc1.CC
Energy relative to the best compared isomer or geometry (same formula, charge and spin) in kJ/mol: 110.8
HOMO level in eV: -9.049

Each line ends with the natural charge from an NBO analysis.
Geometry (Å):
1 C -0.7336 1.2672 -1.9856  -0.639
2 C -0.4761 1.2092 -0.4868  -0.015
3 C 0.8154 1.5460 -0.0816  -0.207
4 C 1.2422 1.5680 1.2571  -0.216
5 C 0.2827 1.1007 2.1493  -0.213
6 C -1.0280 0.7952 1.7965  -0.217
7 C -1.4191 0.8478 0.4563  -0.227
8 H -0.9092 2.2980 -2.2727  0.220
9 H -1.7226 0.7703 -2.1573  0.214
10 H -0.0109 0.8205 -2.6796  0.226
11 H 1.5452 1.7800 -0.8804  0.208
12 H 2.2448 1.6718 1.5798  0.223
13 H 0.4403 0.9785 3.3065  0.212
14 H -1.9061 0.7002 2.4393  0.218
15 H -2.5070 1.0340 0.3012  0.216
16 C 0.7693 -2.0367 -0.9753  -0.609
17 C 0.1678 -2.6179 0.3247  -0.615
18 H 0.0905 -1.7972 -1.7911  0.197
19 H 1.1965 -1.0421 -0.8019  0.205
20 H 1.6254 -2.6500 -1.3339  0.199
21 H 1.0888 -2.6281 0.9236  0.206
22 H -0.1518 -3.6578 0.2208  0.202
23 H -0.6445 -1.9577 0.6911  0.216

Cartesian forces (eV/Å) of the 2 atoms listed first:
C -2.087 -0.380 0.296
C 1.331 -0.091 -1.214